Density functional theory data (the ωB97M-V functional and the def2-TZVPD basis) for a cluster of 3 separate species, C3H10NO in total.

Last columns: bonded neighbours and bond lengths (Å).
Geometry (Å):
1 C -1.080 1.876 1.545  C2 1.370, H6 1.086, H7 1.084
2 C -1.623 0.880 0.776  C1 1.370, C3 1.402, H8 1.084
3 C -1.581 0.869 -0.625  C2 1.402, H9 1.089, H10 1.088
4 O 0.990 -0.319 -1.294  H11 0.944, H12 0.969
5 N 2.355 -2.564 0.122  H13 1.013, H14 1.004, H15 1.004
6 H -0.678 2.779 1.095  C1 1.086
7 H -1.036 1.775 2.623  C1 1.084
8 H -2.133 0.033 1.222  C2 1.084
9 H -2.275 0.165 -1.082  C3 1.089
10 H -1.500 1.819 -1.149  C3 1.088
11 H 0.200 0.079 -0.964  O4 0.944
12 H 1.379 0.233 -1.990  O4 0.969
13 H 1.790 -1.960 -0.462  N5 1.013
14 H 1.936 -3.349 0.587  N5 1.004
15 H 3.197 -2.855 -0.341  N5 1.004

Energy above the lowest of the compared OMol25 structures with the same formula, charge and spin in kJ/mol: 431.1
Total charge: +1
Orbital gap in Eh: 0.1127
Maximum force in eV/A: 4.19
E_tot in eV: -6799.84316

***

Density functional theory data (the ωB97M-V functional and the def2-TZVPD basis) for a cluster of 2 separate species, C3H10NO2 in total.

Last columns: bonded neighbours and bond lengths (Å).
Geometry (Å):
1 C 1.383 -0.629 -0.430  N2 1.459, H6 1.135, H7 1.071, H8 1.093
2 N 0.424 0.442 -0.174  C1 1.459, C3 1.398, H9 0.990
3 C -0.788 0.037 0.391  N2 1.398, C4 1.550, H10 1.073, H11 1.086
4 C -0.682 -0.342 1.890  C3 1.550, O5 1.427, H12 1.096, H13 1.088
5 O -0.303 0.728 2.755  C4 1.427
6 H 2.208 -0.031 -0.931  C1 1.135
7 H 1.583 -1.178 0.468  C1 1.071
8 H 0.925 -1.380 -1.079  C1 1.093
9 H 0.853 1.038 0.490  N2 0.990
10 H -1.415 0.904 0.314  C3 1.073
11 H -1.176 -0.851 -0.101  C3 1.086
12 H -1.631 -0.692 2.314  C4 1.096
13 H 0.069 -1.129 1.898  C4 1.088
14 H -0.273 0.745 -1.787  O16 1.089
15 H -0.581 1.612 -3.192  O16 0.958
16 O -0.596 0.726 -2.826  H14 1.089, H15 0.958

Energy above the lowest of the compared OMol25 structures with the same formula, charge and spin in kJ/mol: 162.9
Total charge: -1
Orbital gap in Eh: 0.2306
Maximum force in eV/A: 3.21
E_tot in eV: -8857.10542

***

Density functional theory data (the ωB97M-V functional and the def2-TZVPD basis) for a cluster of 2 separate species, C3H10NO2 in total.

Last columns: bonded neighbours and bond lengths (Å).
Geometry (Å):
1 C -1.530 2.031 0.453  O2 1.401, H3 1.133, H4 1.124, H5 1.120
2 O -1.279 0.654 0.390  C1 1.401, H16 1.088
3 H -2.151 2.340 -0.443  C1 1.133
4 H -2.055 2.310 1.407  C1 1.124
5 H -0.613 2.668 0.362  C1 1.120
6 C 0.015 -2.044 -0.266  N7 1.480, H10 1.088, H11 1.106, H12 1.091
7 N 0.795 -1.044 -1.029  C6 1.480, C8 1.498, H13 1.024
8 C 1.683 -0.225 -0.144  N7 1.498, O9 1.412, H14 1.105, H15 1.079
9 O 1.051 0.371 0.969  C8 1.412
10 H 0.713 -2.620 0.338  C6 1.088
11 H -0.464 -2.737 -0.981  C6 1.106
12 H -0.730 -1.546 0.357  C6 1.091
13 H 0.193 -0.394 -1.544  N7 1.024
14 H 2.513 -0.867 0.204  C8 1.105
15 H 2.102 0.536 -0.785  C8 1.079
16 H -0.243 0.567 0.711  O2 1.088

Energy above the lowest of the compared OMol25 structures with the same formula, charge and spin in kJ/mol: 88.5
Total charge: -1
Orbital gap in Eh: 0.2906
Maximum force in eV/A: 2.13
E_tot in eV: -8857.87714

***

Density functional theory data (the ωB97M-V functional and the def2-TZVPD basis) for a cluster of 2 separate species, C3H10NO2 in total.

Last columns: bonded neighbours and bond lengths (Å).
Geometry (Å):
1 C 1.722 -0.247 0.035  N2 1.434, H6 1.079, H7 1.027, H8 1.136
2 N 0.340 0.074 0.236  C1 1.434, C3 1.588, H9 1.127
3 C -0.603 -1.088 -0.297  N2 1.588, C4 1.680, H10 1.099, H11 1.122
4 C -1.185 -0.430 -1.729  C3 1.680, O5 1.325, H12 1.132, H13 1.142
5 O -1.152 0.894 -1.686  C4 1.325
6 H 2.295 -0.859 0.714  C1 1.079
7 H 2.285 0.608 -0.057  C1 1.027
8 H 1.963 -0.604 -1.016  C1 1.136
9 H 0.110 0.883 -0.514  N2 1.127
10 H -1.500 -1.082 0.337  C3 1.099
11 H -0.059 -2.070 -0.309  C3 1.122
12 H -2.126 -0.979 -2.035  C4 1.132
13 H -0.494 -0.923 -2.493  C4 1.142
14 H -1.221 1.988 2.568  O16 0.943
15 H 0.204 1.640 3.018  O16 0.982
16 O -0.578 2.196 3.226  H14 0.943, H15 0.982

Energy above the lowest of the compared OMol25 structures with the same formula, charge and spin in kJ/mol: 199.8
Total charge: -1
Orbital gap in Eh: 0.2547
Maximum force in eV/A: 3.01
E_tot in eV: -8856.72362

***

Density functional theory data (the ωB97M-V functional and the def2-TZVPD basis) for a cluster of 2 separate species, C3H10NO2 in total.

Last columns: bonded neighbours and bond lengths (Å).
Geometry (Å):
1 C 0.360 -0.615 0.871  C2 1.533, N5 1.460, H6 1.106, H7 1.092
2 C 0.038 0.770 0.298  C1 1.533, C3 1.583, H8 1.095, H9 1.084
3 C -1.516 1.064 0.222  C2 1.583, O4 1.368, H10 1.105, H11 1.111
4 O -2.238 -0.002 -0.240  C3 1.368
5 N -0.045 -1.563 -0.164  C1 1.460, H12 1.014, H13 1.031
6 H -0.325 -0.743 1.729  C1 1.106
7 H 1.400 -0.743 1.176  C1 1.092
8 H 0.566 1.538 0.872  C2 1.095
9 H 0.307 0.789 -0.752  C2 1.084
10 H -1.640 1.873 -0.519  C3 1.105
11 H -1.789 1.259 1.280  C3 1.111
12 H -0.079 -2.525 0.154  N5 1.014
13 H -0.994 -1.294 -0.464  N5 1.031
14 H 2.746 0.604 -1.779  O16 0.967
15 H 1.897 -0.039 -0.740  O16 0.976
16 O 2.815 0.259 -0.877  H14 0.967, H15 0.976

Energy above the lowest of the compared OMol25 structures with the same formula, charge and spin in kJ/mol: 104.4
Total charge: -1
Orbital gap in Eh: 0.2406
Maximum force in eV/A: 2.00
E_tot in eV: -8857.71170

***

Density functional theory data (the ωB97M-V functional and the def2-TZVPD basis) for a cluster of 2 separate species, C3H10NO2 in total.

Last columns: bonded neighbours and bond lengths (Å).
Geometry (Å):
1 C -0.638 -1.094 1.250  O2 1.389, C3 1.576, H7 1.091, H8 1.094
2 O -1.954 -0.823 1.605  C1 1.389, H9 0.979
3 C -0.323 -0.099 0.069  C1 1.576, C4 1.457, N6 1.450, H10 1.100
4 C 0.801 -0.628 -0.692  C3 1.457, H11 1.090, H12 1.085
5 O 0.936 1.754 -2.207  H13 0.950, H16 0.969
6 N -0.220 1.278 0.511  C3 1.450, H14 1.007, H15 1.004
7 H 0.019 -0.845 2.085  C1 1.091
8 H -0.391 -2.112 0.935  C1 1.094
9 H -2.126 -1.257 2.466  O2 0.979
10 H -1.226 -0.114 -0.558  C3 1.100
11 H 0.447 -1.414 -1.358  C4 1.090
12 H 1.800 -0.635 -0.267  C4 1.085
13 H 1.052 0.902 -1.806  O5 0.950
14 H 0.474 1.460 1.217  N6 1.007
15 H -0.166 1.911 -0.267  N6 1.004
16 H 1.515 1.716 -2.983  O5 0.969

Energy above the lowest of the compared OMol25 structures with the same formula, charge and spin in kJ/mol: 510.1
Total charge: +1
Orbital gap in Eh: 0.2305
Maximum force in eV/A: 3.91
E_tot in eV: -8847.05348

***

Density functional theory data (the ωB97M-V functional and the def2-TZVPD basis) for a cluster of 2 separate species, C3H10NO2 in total.

Last columns: bonded neighbours and bond lengths (Å).
Geometry (Å):
1 O 2.256 -1.258 -0.382  C2 1.200
2 C 1.697 -0.710 0.528  O1 1.200, C3 1.533, H6 1.099
3 C 0.377 0.020 0.254  C2 1.533, C4 1.519, N5 1.472, H7 1.085
4 C 0.278 1.354 0.976  C3 1.519, H8 1.098, H9 1.094, H10 1.081
5 N 0.233 0.114 -1.208  C3 1.472, H11 1.022, H12 1.025, H13 1.024
6 H 2.169 -0.628 1.517  C2 1.099
7 H -0.392 -0.670 0.583  C3 1.085
8 H -0.779 1.650 0.998  C4 1.098
9 H 0.770 2.179 0.453  C4 1.094
10 H 0.624 1.305 1.999  C4 1.081
11 H 0.565 -0.752 -1.638  N5 1.022
12 H 0.809 0.797 -1.709  N5 1.025
13 H -0.761 0.214 -1.435  N5 1.024
14 H -2.279 -1.104 0.352  O16 0.971
15 H -3.218 -1.470 -0.674  O16 0.972
16 O -2.348 -1.041 -0.614  H14 0.971, H15 0.972

Energy above the lowest of the compared OMol25 structures with the same formula, charge and spin in kJ/mol: 96.9
Total charge: +1
Orbital gap in Eh: 0.4166
Maximum force in eV/A: 1.62
E_tot in eV: -8851.33621

***

Density functional theory data (the ωB97M-V functional and the def2-TZVPD basis) for a cluster of 2 separate species, C3H10NO2 in total.

Last columns: bonded neighbours and bond lengths (Å).
Geometry (Å):
1 O -2.706 0.509 0.945  C2 1.192
2 C -2.532 0.256 -0.207  O1 1.192, C3 1.565, H6 1.098
3 C -1.094 0.514 -0.769  C2 1.565, N4 1.477, H7 1.080, H8 1.101
4 N -0.018 0.215 0.196  C3 1.477, C5 1.508, H9 1.024, H10 1.046
5 C 1.250 1.019 0.341  N4 1.508, H11 1.085, H12 1.137, H13 1.097
6 H -3.158 -0.122 -1.027  C2 1.098
7 H -0.987 -0.001 -1.712  C3 1.080
8 H -1.106 1.602 -0.940  C3 1.101
9 H -0.356 0.095 1.155  N4 1.024
10 H 0.266 -0.771 -0.009  N4 1.046
11 H 0.977 2.034 0.611  C5 1.085
12 H 1.704 0.803 -0.679  C5 1.137
13 H 1.966 0.571 1.041  C5 1.097
14 H 2.562 -1.733 0.372  O16 0.960
15 H 1.589 -2.978 0.317  O16 0.967
16 O 1.644 -2.013 0.366  H14 0.960, H15 0.967

Energy above the lowest of the compared OMol25 structures with the same formula, charge and spin in kJ/mol: 152.9
Total charge: +1
Orbital gap in Eh: 0.4094
Maximum force in eV/A: 2.82
E_tot in eV: -8850.75634